The following is a DFT calculation (the ωB97M-V functional and the def2-TZVPD basis) of a molecular structure, C19H18As4F24HgN3O7 at a distorted geometry.

Geometry as XYZ:
```
76
Properties=species:S:1:pos:R:3:forces:R:3:mulliken_charge:R:1
Hg 14.329 -14.792 12.293 -0.7 -1.8 -1.7 2.668
As 10.228 -15.304 11.858 1.1 0.2 -0.5 2.236
F 10.196 -16.053 13.440 -0.1 -0.2 0.1 -0.506
F 11.908 -14.750 12.210 -1.0 -0.2 0.1 -0.738
F 10.253 -14.504 10.351 -0.1 0.0 -0.1 -0.445
F 8.629 -15.928 11.529 -0.1 0.2 0.3 -0.557
F 9.649 -13.842 12.605 -0.3 -0.3 0.1 -0.516
F 10.927 -16.725 11.184 -0.2 -0.1 0.2 -0.468
As 13.663 -14.847 8.069 -0.7 0.5 0.5 2.155
F 12.320 -13.730 8.078 0.2 -0.2 -0.1 -0.492
F 13.268 -15.284 6.419 0.2 0.0 -0.2 -0.566
F 14.959 -16.005 8.053 0.2 0.3 -0.1 -0.516
F 14.056 -14.378 9.728 0.0 -0.1 -0.4 -0.656
F 12.606 -16.084 8.630 -0.1 -0.2 0.1 -0.462
F 14.671 -13.545 7.502 0.2 -0.4 -0.1 -0.505
As 17.723 -13.489 10.554 0.0 0.5 0.2 1.993
F 17.821 -12.285 11.840 0.1 0.0 0.1 -0.438
F 18.965 -14.376 11.420 -0.2 -0.1 0.1 -0.530
F 17.672 -14.707 9.362 -0.1 -0.1 -0.1 -0.465
F 16.511 -12.525 9.841 0.1 -0.1 -0.2 -0.414
F 18.992 -12.648 9.684 -0.2 0.0 0.1 -0.557
F 16.456 -14.320 11.510 1.3 0.3 -0.5 -0.759
As 12.607 -11.128 11.437 -0.5 1.2 0.6 2.130
F 13.735 -10.449 12.617 0.2 0.2 -0.2 -0.552
F 12.026 -9.488 11.090 0.2 -0.2 0.2 -0.582
F 11.383 -11.758 10.436 0.4 -0.4 -0.2 -0.447
F 13.354 -12.687 11.855 -0.6 0.5 -0.2 -0.929
F 11.467 -11.175 12.764 0.3 -0.4 0.1 -0.492
F 13.754 -10.923 10.183 0.1 -0.2 -0.1 -0.450
C 15.306 -17.782 11.417 0.4 1.0 -1.0 -0.733
O 14.304 -16.834 11.506 -0.5 1.0 0.7 -0.414
H 14.875 -18.771 11.637 0.4 -0.1 0.6 0.216
H 15.685 -17.861 10.376 -0.3 0.0 -0.1 0.222
H 16.229 -17.491 11.943 -0.2 -0.6 0.6 0.062
C 20.441 -13.633 15.828 -0.4 0.0 1.0 -0.688
C 20.141 -14.878 16.381 0.0 0.0 -0.4 -0.265
C 19.065 -15.604 15.903 -0.3 -0.4 -0.1 -0.641
C 18.245 -15.052 14.934 1.0 0.2 -0.1 -0.113
C 18.499 -13.790 14.435 -1.1 0.5 0.4 0.803
C 19.530 -13.034 14.974 0.3 -0.2 -0.6 -0.798
N 17.125 -15.841 14.415 0.0 -0.2 0.1 0.635
O 17.181 -17.049 14.538 0.0 0.1 0.0 -0.624
O 16.210 -15.217 13.933 0.4 -0.2 0.4 -0.039
H 21.332 -13.148 16.209 -0.2 0.4 -0.1 0.367
H 20.733 -15.254 17.206 0.2 -0.2 -0.2 0.357
H 18.847 -16.619 16.207 0.0 0.1 0.3 0.466
H 17.826 -13.322 13.725 0.1 -0.2 -0.1 0.108
H 19.567 -11.995 14.671 0.5 -0.1 -0.1 0.405
C 18.130 -9.105 14.790 0.3 0.4 0.1 -0.491
C 17.387 -9.342 13.649 -0.4 -0.9 0.2 -0.738
C 16.441 -10.379 13.654 0.7 0.8 -0.7 0.030
C 16.221 -11.044 14.830 -0.6 -0.2 0.5 -0.013
C 16.688 -10.563 16.042 1.3 -0.1 0.2 -0.646
C 17.771 -9.694 16.008 -1.1 0.4 -0.2 -0.443
N 15.455 -12.296 14.815 -1.3 0.0 0.1 1.016
O 15.089 -12.791 15.872 0.4 0.3 0.2 -0.746
O 15.194 -12.754 13.733 0.3 0.2 -0.4 -0.382
H 18.970 -8.419 14.751 -0.1 0.1 0.0 0.349
H 17.523 -8.848 12.698 0.4 0.2 0.1 0.411
H 15.940 -10.568 12.715 -0.2 -0.6 0.2 0.509
H 16.338 -10.879 17.014 -0.1 -0.6 -0.2 0.431
H 18.180 -9.399 16.966 0.4 0.1 -0.2 0.384
C 9.376 -15.271 17.283 0.6 0.6 0.8 -0.414
C 9.850 -14.268 16.436 -0.4 -1.1 0.1 -0.618
C 11.042 -14.481 15.768 0.2 1.1 -0.9 0.083
C 11.731 -15.672 15.864 -1.0 -0.5 0.5 0.054
C 11.197 -16.699 16.623 0.6 0.0 1.3 -0.712
C 10.139 -16.414 17.480 -0.3 -0.2 -0.7 -0.410
N 13.016 -15.827 15.204 0.4 0.2 -0.6 1.337
O 13.676 -16.828 15.377 -0.3 -0.2 0.2 -0.642
O 13.385 -14.881 14.532 -0.2 0.2 0.4 -0.685
H 8.514 -15.059 17.906 -0.1 -0.2 -0.1 0.352
H 9.234 -13.392 16.302 0.3 0.2 -0.2 0.405
H 11.412 -13.719 15.092 0.1 0.0 0.1 0.372
H 11.650 -17.670 16.770 0.5 0.2 -0.4 0.410
H 9.967 -17.114 18.288 -0.5 -0.1 -0.2 0.332
```
Forces are in eV/Å.

Properties
ΔE to the lowest compared entry with this formula, charge and spin = 0.0 kcal per mole
Kohn-Sham gap = 5.84 eV
net charge = -3
DFT total energy = -351551.75818 eV